This record from the OMol25 dataset describes a structure of composition C19H25N7O4V in a non-equilibrium geometry. The level of theory is wB97M-V/def2-TZVPD.

Atoms and positions in Å:
V: -0.589 -0.550 0.662
C: -3.782 -3.260 0.828
C: -3.075 -1.931 0.623
O: -1.995 -1.724 1.257
C: -3.698 -1.003 -0.202
C: -3.185 0.290 -0.381
C: -4.033 1.408 -0.922
N: -1.961 0.548 0.018
N: -1.554 1.847 0.046
C: -0.644 1.988 0.985
O: -0.301 1.027 1.751
C: 0.016 3.303 1.061
C: 1.250 3.419 1.692
C: 1.920 4.628 1.671
C: 1.363 5.722 1.028
C: 0.126 5.614 0.409
C: -0.544 4.407 0.420
H: -3.417 -3.743 1.730
H: -3.573 -3.907 -0.022
H: -4.857 -3.107 0.903
H: -4.663 -1.239 -0.623
H: -4.996 1.038 -1.260
H: -3.520 1.906 -1.744
H: -4.193 2.156 -0.143
H: 1.669 2.549 2.179
H: 2.889 4.718 2.142
H: 1.899 6.660 1.000
H: -0.304 6.468 -0.096
H: -1.502 4.280 -0.062
C: -0.239 -4.323 0.795
N: 0.419 -4.160 -0.482
C: 0.336 -3.040 -1.233
N: 1.189 -3.013 -2.322
O: -0.419 -2.104 -1.014
H: 0.476 -4.672 1.539
H: -1.052 -5.049 0.711
H: -0.651 -3.362 1.110
H: 1.104 -4.856 -0.728
H: 1.464 -3.877 -2.759
H: 1.011 -2.247 -2.954
C: 4.071 -1.601 0.996
N: 3.211 -0.820 0.142
C: 3.693 -0.149 -0.963
C: 2.838 0.608 -1.723
C: 1.493 0.704 -1.334
N: 1.046 0.015 -0.262
C: 1.864 -0.781 0.438
O: 1.405 -1.484 1.341
N: 0.563 1.421 -2.042
H: 5.071 -1.173 1.007
H: 4.122 -2.643 0.666
H: 3.654 -1.583 2.003
H: 4.743 -0.258 -1.175
H: 3.201 1.125 -2.596
H: 0.922 2.185 -2.595
H: -0.285 1.628 -1.516

Values from the calculation:
spin multiplicity: 2
maximum force: 0.0712 hartree/bohr
orbital gap (spin up / spin down): 5.05 / 3.40 eV
LUMO level (spin up / spin down): -0.009 / -0.011 Ha
molar mass: 466.40 g/mol